Below is a cluster of 4 separate species, C18H43BNO9S4 in total at a distorted geometry, with properties calculated with ωB97M-V/def2-TZVPD.

Total charge: -1
HOMO level (hartree): -0.175
Lowest unoccupied orbital energy (eV): 1.80
2S+1: 1
Calculated total energy (eV): -83298.68743

```
76
C18H43BNO9S4 | the OMol25 dataset | ωB97M-V/def2-TZVPD
C 4.973 3.294 1.323
C 3.666 4.037 0.919
C 2.457 3.102 0.977
C 2.296 2.279 -0.306
O 1.227 1.415 -0.125
B 0.787 0.561 -1.257
C 1.328 0.902 -2.746
C 2.578 0.158 -3.255
C 3.936 0.902 -3.045
C 4.845 0.059 -2.225
O 5.254 0.299 -1.152
O 5.181 -1.112 -2.848
N 0.929 -0.930 -0.852
C 2.261 -1.255 -0.324
C -0.029 -1.417 0.079
C -0.038 -1.003 1.545
O -0.829 -2.213 -0.250
S -1.130 1.048 -1.404
C -1.833 1.566 0.169
O -1.145 2.282 -2.207
O -1.952 0.046 -2.080
H 4.703 2.302 1.661
H 5.601 3.174 0.445
H 5.499 3.822 2.105
H 3.504 4.795 1.685
H 3.759 4.566 -0.025
H 2.550 2.446 1.840
H 1.543 3.686 1.095
H 3.257 1.773 -0.437
H 2.139 3.023 -1.091
H 0.530 0.578 -3.412
H 1.413 1.962 -2.961
H 2.469 0.097 -4.336
H 2.624 -0.877 -2.946
H 3.822 1.901 -2.650
H 4.421 1.002 -4.012
H 6.134 -1.260 -2.766
H 2.700 -2.029 -0.966
H 2.971 -0.431 -0.332
H 2.262 -1.679 0.681
H 0.486 -1.705 2.181
H 0.377 -0.008 1.696
H -1.073 -0.960 1.857
H -1.079 1.896 0.872
H -2.388 0.750 0.629
H -2.532 2.374 -0.014
C -6.837 -1.095 0.556
S -5.106 -1.210 0.065
O -4.296 -0.935 1.284
C -5.100 0.286 -0.925
H -7.057 -1.925 1.227
H -7.016 -0.154 1.068
H -7.468 -1.169 -0.332
H -5.394 1.132 -0.302
H -5.790 0.176 -1.762
H -4.092 0.434 -1.306
C -9.434 -0.150 4.601
S -9.509 -0.120 2.805
O -8.494 0.859 2.348
C -11.106 0.704 2.700
H -8.482 -0.591 4.891
H -9.499 0.867 4.988
H -10.252 -0.758 4.988
H -11.058 1.663 3.215
H -11.871 0.069 3.148
H -11.335 0.864 1.649
C 7.630 -4.923 0.336
S 7.613 -4.457 -1.401
O 8.263 -3.122 -1.507
C 5.842 -4.194 -1.505
H 8.664 -5.097 0.631
H 7.208 -4.117 0.936
H 7.054 -5.838 0.470
H 5.535 -3.437 -0.783
H 5.321 -5.133 -1.315
H 5.610 -3.849 -2.511
```